ORCA calculation (ωB97M-V with the def2-TZVPD basis set) on a molecular structure, C36H61N7O3P2SV.

Orbital gap (alpha / beta)   6.552 / 7.529 eV
LUMO energy (alpha / beta)   -0.42 / -0.50 eV
2S+1   4
Largest force on an atom   0.0858 hartree/bohr
Calculated total energy   -109994.97482 eV

Geometry (Å):
V -3.38650 3.14453 -1.47908
C -4.93500 3.48780 0.01061
C -3.72440 3.86977 0.63489
C -2.77911 2.72450 0.45702
C -3.58168 1.62654 -0.14923
C -4.93498 2.10643 -0.46737
C -6.02997 1.35181 -1.13648
C -6.92956 2.39415 -1.81205
C -5.44102 0.18018 -2.04647
C -6.86069 0.72885 0.04772
C -1.31753 2.52614 0.91721
C -0.36498 3.18716 -0.04445
C -0.99676 2.94249 2.35358
C -1.01703 0.95939 0.86798
C -3.51469 5.15750 1.36224
C -4.71147 6.09549 0.98580
C -2.27371 5.95512 0.93678
C -3.65427 4.94782 2.89536
H -5.71962 4.20962 -0.19543
H -3.20586 0.57577 -0.12854
H -6.39968 3.21264 -2.32095
H -7.62026 2.76718 -1.05865
H -7.55899 1.79533 -2.44240
H -4.99823 0.48718 -2.96988
H -6.30634 -0.33519 -2.39248
H -4.76913 -0.39387 -1.44605
H -7.29420 1.54318 0.66084
H -6.15299 0.13734 0.66731
H -7.76689 0.11599 -0.15527
H -0.50839 2.84466 -1.08790
H 0.67806 2.95125 0.26202
H -0.50574 4.24260 -0.04656
H -1.09614 4.03398 2.49793
H 0.00777 2.68168 2.65006
H -1.70611 2.43968 3.03346
H -1.38792 0.49855 -0.11941
H -1.57282 0.42352 1.64250
H 0.05302 0.79280 0.95473
H -4.65510 6.27814 -0.09006
H -4.60820 7.01318 1.53297
H -5.71308 5.84760 1.28854
H -1.89460 5.74115 -0.06028
H -1.43919 5.88069 1.64641
H -2.40726 7.02596 0.90705
H -4.75334 4.81197 3.11717
H -3.40401 5.91697 3.29328
H -3.03425 4.19890 3.37588
C 6.72739 -3.54204 -1.85719
N 5.58297 -4.36669 -1.52352
C 5.56872 -5.68508 -2.14062
P 4.11645 -3.72563 -1.13636
O 3.16267 -3.40406 -2.16974
O 3.73474 -4.94239 -0.04766
P 2.35277 -5.02864 0.90704
O 1.95669 -3.71543 1.45003
N 2.95159 -6.19239 1.92372
C 2.04792 -6.73519 2.97457
C 4.38453 -6.69126 1.94206
N 1.19083 -5.69649 -0.05152
C 0.84474 -7.05666 0.01196
C 0.20936 -4.73439 -0.54015
N 4.47853 -2.34967 -0.27964
C 5.04784 -2.35126 1.05314
C 3.84374 -0.99540 -0.62560
H 6.56986 -2.54506 -1.48311
H 6.95771 -3.54320 -2.97903
H 7.59991 -3.96974 -1.39602
H 6.26951 -5.67475 -2.96290
H 4.53754 -5.89918 -2.58764
H 5.87584 -6.48011 -1.43067
H 1.01932 -6.71525 2.59100
H 2.06739 -6.20321 3.95915
H 2.18888 -7.78630 3.16268
H 4.74145 -6.92624 2.94997
H 5.10073 -5.91825 1.53735
H 4.44405 -7.61902 1.33918
H 0.60087 -7.27543 -1.03874
H -0.03023 -7.24416 0.63568
H 1.75887 -7.60489 0.26907
H 0.43165 -4.35280 -1.58292
H 0.20111 -3.83301 0.08016
H -0.81452 -5.16102 -0.52816
H 4.32504 -2.17886 1.84847
H 5.80135 -1.57819 1.13499
H 5.38910 -3.36375 1.17986
H 4.56658 -0.20609 -0.41116
H 2.95850 -0.96155 -0.03346
H 3.57932 -1.02721 -1.73759
N 3.43931 -0.88283 -4.37825
C 2.40738 -0.31130 -4.36231
C 1.17084 0.32672 -4.14891
C 0.97071 1.67129 -4.67395
C -0.24337 2.31227 -4.44420
C -1.17665 1.73303 -3.56765
C -0.99737 0.39534 -3.13671
C 0.14945 -0.33217 -3.43142
H 1.69740 2.19291 -5.26987
H -0.60912 3.27548 -4.91482
H -1.81994 0.03289 -2.51054
H 0.24968 -1.41299 -3.16003
N -2.39424 3.75740 -3.15037
C -2.21228 2.50610 -3.04543
H -2.07980 4.44516 -3.85519
S 4.78051 4.72646 5.53899
C 3.84467 3.22307 5.76719
C 3.03704 3.03971 4.70131
N 3.08232 4.01340 3.76450
C 3.95546 4.95485 4.02525
H 4.03705 2.61723 6.63586
H 2.39040 2.12776 4.54639
H 4.17211 5.74406 3.31312